C39H38BCdF18N11O5P2S2 | the ωB97M-V functional and the def2-TZVPD basis

Cartesian coordinates (Å):
Cd: -0.83 -0.53 -0.56
S: -0.42 3.87 -1.81
S: -0.97 5.43 0.41
P: 2.26 -3.74 -1.35
P: 2.68 1.08 0.73
F: 1.68 2.56 -3.40
F: 0.32 6.40 -2.24
F: 3.72 -0.92 -2.98
F: 1.41 -4.14 -2.65
F: 0.97 -4.01 -0.40
F: 0.63 5.11 -3.93
F: 2.75 -5.25 -1.15
F: 3.12 -3.26 -0.06
F: 3.52 -3.38 -2.27
F: -2.05 7.72 1.07
F: -1.96 7.44 -1.06
F: -0.17 7.95 0.05
F: 1.67 -2.16 -1.51
F: 4.76 0.87 -3.58
F: 0.75 0.72 -2.62
F: 5.09 0.04 -1.62
F: 2.19 0.67 -4.22
F: 1.98 5.03 -2.25
O: 0.45 5.34 0.69
O: 0.46 2.99 -1.06
O: -1.88 5.14 1.47
O: 2.49 0.62 -0.79
O: -1.12 3.27 -2.91
N: -3.15 -0.18 -0.80
N: -2.27 -2.91 -1.57
N: -1.68 -1.65 1.47
N: -4.05 -5.04 0.00
N: 1.72 2.31 1.20
N: -0.50 1.34 1.17
N: -2.31 -2.78 1.02
N: -3.78 -1.29 -0.31
N: -1.32 -2.04 -2.03
N: -1.42 4.71 -0.93
N: -4.25 -3.75 -0.38
C: 1.88 1.28 -3.07
C: 3.67 2.56 -1.80
C: -4.00 0.84 -0.68
C: 0.70 5.17 -2.61
C: -2.41 -3.68 2.01
C: 2.78 0.08 3.19
C: -1.16 2.98 3.34
C: 7.01 2.05 1.74
C: 2.33 -0.23 1.89
C: 5.30 0.49 1.07
C: -5.00 -0.95 0.15
C: -1.42 -1.86 2.77
C: 4.75 2.82 1.43
C: 0.07 -1.77 -4.10
C: 4.15 0.24 -2.56
C: -2.12 2.20 2.73
C: -5.92 -4.92 -1.24
C: -5.04 -5.75 -0.50
C: -2.45 -3.87 -2.49
C: 6.07 3.08 1.77
C: -0.93 -2.46 -3.23
C: 1.77 -1.46 1.63
C: -5.11 -7.23 -0.31
C: 4.38 1.54 1.07
C: -0.82 -0.87 3.72
C: 2.68 -0.86 4.19
C: 2.17 -2.13 3.90
C: 0.12 2.96 2.82
C: 0.40 2.16 1.72
C: -1.31 7.25 0.08
C: -1.86 -3.13 3.14
C: 3.04 1.18 -2.00
C: 6.62 0.76 1.40
C: -1.75 1.40 1.67
C: -1.63 -3.63 -3.56
C: -3.70 2.21 -1.17
C: -5.37 -3.67 -1.15
C: 1.72 -2.42 2.63
C: -5.19 0.40 -0.07
B: -3.14 -2.70 -0.30
H: 8.04 2.25 1.98
H: -5.69 -2.73 -1.59
H: -3.20 2.81 -0.40
H: -2.47 0.75 1.21
H: 4.57 2.47 -1.20
H: -5.64 -1.68 0.61
H: 5.00 -0.52 0.81
H: 1.00 -1.63 -3.56
H: -3.04 2.18 -2.04
H: 1.42 -1.72 0.64
H: 2.15 -2.89 4.67
H: 6.38 4.08 2.05
H: -4.62 2.72 -1.45
H: -1.40 3.62 4.18
H: -0.05 -0.26 3.26
H: -1.77 -3.58 4.12
H: -6.14 -7.57 -0.27
H: -1.59 -0.22 4.12
H: -6.82 -5.21 -1.75
H: 0.27 -2.39 -4.97
H: -0.37 -1.42 4.55
H: -3.16 2.23 3.05
H: -0.31 -0.80 -4.43
H: -4.61 -7.74 -1.14
H: 1.78 3.22 0.73
H: -1.53 -4.21 -4.46
H: 4.02 3.62 1.47
H: -6.06 0.99 0.16
H: 1.34 -3.40 2.39
H: 3.94 2.98 -2.77
H: 3.01 -0.62 5.19
H: -4.60 -7.51 0.61
H: 3.21 1.05 3.41
H: 0.91 3.58 3.23
H: -3.14 -4.68 -2.33
H: 7.35 -0.05 1.39
H: -2.87 -4.63 1.82
H: 2.95 3.22 -1.33

Results
* energy above the lowest of the compared OMol25 structures with the same formula, charge and spin: 0.00 kJ/mol
* E_HOMO: -9.089 eV
* lowest unoccupied orbital energy: -0.61 eV
* gap between HOMO and LUMO: 8.474 eV

Here are the Mulliken charges for atoms 1 to 5, given in e: number 1, Cd, carries 3.33; number 2, S, carries 1.04; number 3, S, carries 1.10; number 4, P, carries 1.56; number 5, P, carries 0.85